1.
Formula: C33H31BCo2O9S
Source: the Open Molecules 2025 dataset
Level of theory: ωB97M-V/def2-TZVPD

Values from the calculation:
**HOMO-LUMO gap**: 2.489 eV
**Largest force on an atom**: 6.1 eV/A
**Relative energy (zero: lowest compared OMol25 entry of this formula, charge and spin)**: 0.0 kJ/mol
**E_LUMO**: -0.1186 Eh

Element x y z (Å)
Co -3.247 -0.693 -2.974
Co -1.577 -2.440 -1.543
S -0.653 1.910 4.356
O -0.228 -0.341 -0.107
O -5.373 -1.126 -1.058
O 0.424 -4.464 -2.087
O -1.760 1.779 -3.437
O -5.263 0.534 -4.658
O 2.340 -4.325 2.761
O -3.510 -3.569 0.328
O -0.577 1.642 1.419
O 1.790 1.942 1.243
C -4.500 -0.974 -1.803
C 0.773 1.669 3.417
C -0.374 -3.658 -1.859
C 1.914 4.149 0.294
C 1.193 2.808 0.295
C -0.907 -1.779 -4.588
C -0.556 3.989 1.842
C 2.513 -0.691 2.121
C 1.343 2.165 -1.089
C 1.230 -1.015 -5.493
C -0.352 2.902 0.796
C -2.318 0.776 -3.245
C -2.708 -3.211 -0.424
C 1.091 -1.928 -6.549
C 0.251 2.715 5.629
C -0.849 -1.139 -0.675
C -1.045 -2.676 -5.675
C 0.227 -1.370 2.399
C 1.160 -0.376 2.129
C 2.008 -3.012 2.609
C -1.929 -1.740 -3.572
C -3.503 -3.669 -2.620
C -0.043 -2.752 -6.645
C -3.012 -2.449 -3.033
C 0.631 -2.679 2.616
C 1.902 2.104 4.082
C -0.406 3.249 6.835
C 0.234 -0.936 -4.517
C 2.951 -1.986 2.399
C -1.331 3.118 -0.346
C 1.603 2.691 5.356
C 3.723 -4.695 2.625
C -4.445 0.007 -4.034
B 0.719 1.198 1.853
H -1.311 2.275 -1.040
H 2.908 2.000 3.698
H 2.994 4.006 0.177
H 2.405 1.933 -1.239
H -2.342 3.204 0.061
H -4.545 -3.680 -2.319
H 1.857 -1.982 -7.324
H 2.365 3.073 6.031
H -0.860 2.425 7.389
H 0.225 3.965 2.614
H -1.966 -3.269 -5.741
H -1.517 3.821 2.343
H 1.556 4.755 -0.548
H 0.777 1.228 -1.134
H -0.178 -3.421 -7.502
H -0.095 -3.475 2.771
H -1.193 3.959 6.566
H 0.297 -0.213 -3.697
H 4.133 -4.351 1.670
H 2.089 -0.334 -5.457
H 3.731 -5.782 2.663
H -0.578 4.991 1.387
H 4.310 -4.287 3.454
H 1.002 2.834 -1.894
H -1.087 4.042 -0.893
H 1.740 4.716 1.216
H -3.012 -4.595 -2.925
H -0.831 -1.117 2.472
H 0.301 3.750 7.501
H 3.254 0.082 1.916
H 4.017 -2.202 2.413

---

2.
Formula: C33H31HfNO3STe
Source: the Open Molecules 2025 dataset
Level of theory: ωB97M-V/def2-TZVPD

Values from the calculation:
**HOMO-LUMO gap (spin up / spin down)**: 5.835 / 7.974 eV
**Largest force on an atom**: 2.8 eV/A
**Spin multiplicity**: 2
**Relative energy (zero: lowest compared OMol25 entry of this formula, charge and spin)**: 0.0 kJ/mol
**E_LUMO (spin up / spin down)**: -0.1321 / -0.1263 Eh
**Charge**: +1

Element x y z (Å)
Hf -0.681 1.744 0.095
Te -3.384 0.692 -1.035
S -2.970 2.446 2.942
O 3.339 0.632 2.943
O -0.162 3.406 -0.606
O 1.087 0.999 0.548
N -0.247 0.370 -1.736
C 0.283 -1.908 -3.989
C -3.148 -1.412 1.318
C 1.053 -1.071 -3.191
C -2.079 -2.077 -0.675
C 0.676 -2.179 -5.285
C 2.058 -0.881 1.654
C 2.413 -2.960 0.442
C 1.156 0.350 3.701
C -1.174 0.110 4.402
C -1.321 5.461 -1.213
C 0.680 -0.501 -1.827
C 0.411 1.341 5.794
C -2.441 0.205 -2.818
C -0.876 0.782 5.570
C 2.915 -4.419 0.378
C 1.509 -0.297 0.511
C 2.253 -0.533 -3.626
C 2.264 0.068 2.793
C -2.729 -2.604 1.940
C -1.572 -3.188 0.005
C -1.056 0.792 -2.927
C -2.799 -1.098 0.002
C -0.158 -0.176 3.511
C -1.830 -3.456 1.295
C 1.830 -1.568 -5.766
C -0.170 4.866 -0.426
C -0.228 5.363 1.052
C 1.387 1.145 4.839
C 1.918 -2.354 -0.694
C 2.493 -2.180 1.574
C 1.376 -1.055 -0.638
C 2.594 -0.713 -4.955
C -2.218 2.100 1.654
H 1.898 -2.896 -1.626
H -1.256 5.539 1.352
H 0.828 5.204 -0.816
H -1.380 -4.278 1.809
H -3.055 -2.854 2.985
H -0.644 -2.321 -3.581
H -2.238 -0.198 4.263
H -0.599 0.478 -3.873
H 3.043 -2.624 2.429
H -1.360 6.523 -0.987
H 0.092 -2.844 -5.909
H 0.287 6.309 1.185
H -0.350 -0.715 2.620
H 2.330 1.721 4.986
H 0.174 4.677 1.824
H -1.200 5.398 -2.290
H 2.163 -1.791 -6.771
H 3.451 -0.224 -5.408
H 3.601 -4.702 1.182
H -1.078 1.886 -2.910
H 2.863 0.036 -2.927
H 0.579 1.995 6.666
H -1.653 1.087 6.227
H -2.363 -0.882 -2.915
H -2.262 5.003 -0.947
H -3.747 -0.602 1.838
H 2.078 -5.082 0.536
H 3.277 -4.732 -0.588
H -3.096 0.549 -3.597
H -1.899 -2.036 -1.741
H -0.932 -3.868 -0.571